{"formula": "C5H7FOS", "method": "wB97M-V/def2-TZVPD", "de_lowest_ev": 0.699, "e_tot_ev": -20897.379, "smiles": "O[C@]1(CF)C=CSC1", "multiplicity": 1, "e_lumo_ev": 0.707, "gap_ev": 9.3512, "e_homo_ev": -8.64, "species": ["O", "C", "C", "F", "C", "C", "S", "C", "H", "H", "H", "H", "H", "H", "H"], "coordinates": [[0.4883, 1.2507, 1.2310], [-0.0590, 0.2711, 0.3364], [-1.3884, 0.0451, 0.9684], [-1.0306, -0.2288, 2.3171], [0.7632, -1.0536, 0.1338], [1.4518, -1.1235, -0.9637], [1.1962, 0.2208, -2.0693], [-0.2359, 0.7642, -1.1460], [1.2888, 1.5746, 0.7189], [-2.0687, 0.9265, 0.9619], [-1.9921, -0.8161, 0.5381], [0.8200, -1.9021, 0.8838], [2.2376, -1.8782, -1.0872], [-0.4066, 1.8088, -1.2596], [-1.0646, 0.1403, -1.5636]]}

{"formula": "C15H15BCl2N2O4", "method": "wB97M-V/def2-TZVPD", "de_lowest_ev": 0.625, "e_tot_ev": -52691.562, "smiles": "O=C(COc1ncc(Cl)cc1Cl)N[C@@H](Cc1ccccc1)B(O)O", "multiplicity": 1, "e_lumo_ev": 0.074, "gap_ev": 9.0028, "e_homo_ev": -8.93, "species": ["O", "C", "C", "O", "C", "N", "C", "C", "Cl", "C", "C", "Cl", "N", "C", "C", "C", "C", "C", "C", "C", "C", "B", "O", "O", "H", "H", "H", "H", "H", "H", "H", "H", "H", "H", "H", "H", "H", "H", "H"], "coordinates": [[-1.2696, 0.6059, -3.6019], [-0.6069, 0.2017, -2.7061], [0.4042, -0.8355, -2.9428], [1.3654, -0.8460, -1.8392], [1.1574, -1.8280, -0.7961], [0.1482, -2.6917, -1.0133], [0.1776, -3.7802, -0.2067], [0.9647, -3.9718, 0.8769], [0.6509, -5.3106, 1.8440], [1.9744, -3.0624, 1.1269], [2.0648, -1.9708, 0.3274], [3.2716, -0.8968, 0.7072], [-0.7389, 0.5370, -1.3110], [-1.7093, 1.5842, -0.8966], [-2.0874, 1.4609, 0.5975], [-0.9111, 1.1635, 1.4270], [0.1738, 2.0052, 1.3553], [1.3527, 1.6870, 1.9810], [1.4507, 0.5637, 2.8068], [0.3676, -0.2204, 2.8675], [-0.8061, -0.0311, 2.1289], [-1.1635, 3.0889, -1.2823], [-1.0098, 4.1120, -0.3681], [-0.9735, 3.3104, -2.5829], [-0.0833, -1.8213, -2.8790], [0.9350, -0.7241, -3.9257], [-0.5687, -4.5880, -0.4462], [2.5070, -3.0040, 2.0356], [-0.5049, -0.1888, -0.5828], [-2.6319, 1.4074, -1.5348], [-2.8345, 0.6715, 0.6155], [-2.6284, 2.3196, 0.8723], [0.0946, 2.9368, 0.7633], [2.1252, 2.4033, 2.0488], [2.4219, 0.2795, 3.1915], [0.4388, -1.1489, 3.4160], [-1.6044, -0.7684, 1.9986], [-0.7270, 4.8507, -0.9693], [-1.1875, 2.4995, -3.1031]]}

{"formula": "C3H11N2O", "method": "wB97M-V/def2-TZVPD", "de_lowest_ev": 2.419, "e_tot_ev": -8309.373, "charge": 1, "multiplicity": 1, "e_lumo_ev": -3.730, "gap_ev": 11.6970, "e_homo_ev": -15.43, "species": ["C", "C", "N", "C", "N", "H", "H", "H", "H", "H", "H", "H", "H", "H", "H", "H", "O"], "coordinates": [[0.1961, 1.5771, -2.0900], [0.7621, 0.1574, -1.8203], [0.7430, -0.1617, -0.3080], [0.3543, -1.3284, -0.0490], [-0.2768, -1.6615, 1.0388], [0.7861, 2.0924, -1.2051], [0.5458, 2.0988, -2.9326], [-0.7962, 1.7795, -1.8841], [0.0525, -0.6162, -2.1588], [1.8833, 0.2245, -2.1166], [0.4282, 0.5802, 0.2953], [0.9117, -2.0841, -0.6144], [-0.5052, -1.0927, 1.7765], [0.0638, -2.4677, 1.4095], [-2.1487, 1.5340, 2.3651], [-1.1558, 1.2969, 3.4386], [-1.4005, 0.8726, 2.5333]]}

{"formula": "C18H28BMgN6S4", "method": "wB97M-V/def2-TZVPD", "e_tot_ev": -77532.427, "charge": -1, "multiplicity": 1, "e_lumo_ev": 2.665, "gap_ev": 6.1657, "e_homo_ev": -3.50, "species": ["Mg", "C", "C", "C", "C", "C", "C", "N", "N", "B", "N", "C", "C", "C", "N", "C", "C", "C", "N", "C", "C", "C", "N", "C", "C", "C", "H", "H", "H", "H", "H", "H", "H", "H", "H", "H", "H", "H", "H", "H", "H", "H", "H", "H", "H", "H", "H", "H", "H", "H", "H", "H", "H", "H", "S", "S", "S", "S"], "coordinates": [[-0.5020, -0.3906, -0.1801], [2.6561, 0.5182, -3.3729], [1.1835, 0.0961, -3.4502], [0.7327, -0.1121, -4.8891], [0.3645, 1.1170, -2.7227], [-0.2874, 2.2812, -3.1492], [-0.7349, 2.8746, -1.9858], [-0.3709, 2.1042, -0.9545], [0.2860, 1.0405, -1.4046], [-0.4411, 2.3742, 0.5428], [-1.6545, 1.6970, 1.1744], [-2.6724, 2.2982, 1.8028], [-3.5024, 1.3193, 2.3035], [-2.8954, 0.1117, 1.9317], [-1.7901, 0.3763, 1.2524], [-3.3964, -1.2677, 2.2353], [-2.3186, -2.3313, 2.0577], [-4.5904, -1.5813, 1.3258], [0.8067, 1.7497, 1.1544], [1.8859, 2.3309, 1.6922], [2.7686, 1.3369, 2.0586], [2.1282, 0.1448, 1.6938], [0.9547, 0.4305, 1.1562], [2.6108, -1.2623, 1.8067], [3.5005, -1.5910, 0.6040], [3.3483, -1.4859, 3.1271], [3.2876, -0.2154, -3.8724], [2.9652, 0.5943, -2.3321], [2.8025, 1.4871, -3.8517], [1.0792, -0.8537, -2.9122], [0.7703, 0.8217, -5.4453], [-0.2870, -0.4896, -4.9005], [1.3767, -0.8386, -5.3820], [-0.4298, 2.6404, -4.1511], [-1.2965, 3.7771, -1.8390], [-0.4746, 3.5486, 0.7532], [-2.7258, 3.3692, 1.8606], [-4.4168, 1.4499, 2.8498], [-3.7421, -1.2732, 3.2811], [-2.0776, -2.4326, 1.0008], [-2.6791, -3.2937, 2.4203], [-1.4093, -2.0657, 2.5971], [-4.2956, -1.4549, 0.2857], [-5.4287, -0.9166, 1.5310], [-4.9145, -2.6109, 1.4709], [1.9644, 3.3971, 1.7814], [3.7262, 1.4584, 2.5230], [1.7323, -1.9185, 1.7531], [4.3068, -0.8639, 0.4922], [2.8854, -1.5883, -0.2937], [3.9230, -2.5865, 0.7173], [4.2926, -0.9417, 3.1407], [3.5548, -2.5445, 3.2629], [2.7434, -1.1429, 3.9647], [-2.5666, -0.4687, -1.8212], [-2.5360, -2.4827, -1.9986], [-0.5528, -3.0297, -2.2460], [0.3525, -2.7104, -0.4500]]}

{"formula": "C27H31F3MoO4PS5SeTe", "method": "wB97M-V/def2-TZVPD", "e_tot_ev": -182810.739, "charge": -1, "multiplicity": 1, "e_lumo_ev": [1.878, 1.879], "gap_ev": [6.1709, 6.3148], "e_homo_ev": [-4.29, -4.44], "species": ["Mo", "S", "C", "S", "C", "C", "S", "S", "S", "C", "C", "O", "H", "H", "H", "H", "H", "H", "C", "C", "C", "C", "C", "C", "Se", "C", "C", "C", "H", "H", "H", "H", "H", "H", "H", "H", "H", "H", "H", "F", "C", "F", "F", "C", "C", "C", "C", "C", "C", "C", "C", "H", "H", "H", "H", "C", "C", "O", "P", "O", "Te", "O", "C", "C", "H", "H", "H", "H", "H", "H", "H", "H", "H", "H"], "coordinates": [[0.1557, 0.0116, 1.4452], [-3.6532, 2.4753, 7.3176], [-2.8265, 2.0088, 5.9633], [-3.5256, 1.0758, 4.6965], [-2.1152, 0.9685, 3.6817], [-1.0102, 1.5894, 4.1439], [0.4157, 1.6355, 3.1691], [-1.1693, 2.3934, 5.6770], [-2.1032, 0.1911, 2.1319], [3.7795, -1.8020, -1.6570], [2.7115, -2.4825, -0.8208], [1.6883, -1.5895, -0.4408], [4.5937, -2.4909, -1.8939], [4.1855, -0.9452, -1.1186], [3.3636, -1.4392, -2.6001], [3.1381, -2.8474, 0.1161], [2.2969, -3.3519, -1.3472], [1.2760, -1.1502, -1.1912], [-2.7973, 4.0588, -4.0826], [-1.8050, 3.4848, -3.1085], [-0.8030, 2.6251, -3.5301], [0.1169, 2.0744, -2.6429], [1.1473, 1.1352, -3.2012], [0.0451, 2.3922, -1.2827], [1.3341, 1.6958, -0.0278], [-0.9443, 3.2869, -0.8412], [-1.0833, 3.6959, 0.5971], [-1.8539, 3.8046, -1.7610], [-2.8146, 3.4853, -5.0107], [-2.5556, 5.0936, -4.3386], [-3.8074, 4.0572, -3.6669], [-0.7512, 2.3426, -4.5772], [0.9359, 0.9237, -4.2495], [1.1468, 0.1904, -2.6590], [2.1579, 1.5408, -3.1201], [-1.4789, 2.8793, 1.2036], [-1.7621, 4.5466, 0.6779], [-0.1205, 3.9562, 1.0353], [-2.6253, 4.4795, -1.4009], [-5.4436, -0.7848, -6.3597], [-4.1524, -1.1725, -6.3449], [-3.5278, -0.4224, -7.2824], [-4.1202, -2.4412, -6.8005], [-3.5297, -1.0332, -4.9928], [-3.9132, 0.0115, -4.1587], [-3.3022, 0.1801, -2.9320], [-2.2936, -0.6962, -2.5109], [-1.9233, -1.7473, -3.3563], [-2.5330, -1.9104, -4.5877], [-1.6390, -0.4876, -1.2637], [-0.9943, -0.2920, -0.2487], [-4.6898, 0.6985, -4.4703], [-3.5819, 1.0034, -2.2889], [-1.1512, -2.4319, -3.0313], [-2.2360, -2.7282, -5.2311], [2.4084, -0.6978, 6.7354], [2.6184, -0.4615, 5.2614], [1.6700, -1.2814, 4.5413], [1.9460, -1.6667, 3.0262], [2.2043, -0.4656, 2.1368], [0.0076, -2.7152, 2.2191], [3.3093, -2.5054, 3.0638], [3.3416, -3.7366, 3.8008], [4.7016, -4.3579, 3.5998], [3.0375, -0.0178, 7.3121], [2.6580, -1.7221, 7.0161], [1.3683, -0.5098, 7.0002], [3.6340, -0.7127, 4.9443], [2.4176, 0.5745, 4.9857], [2.5464, -4.3911, 3.4308], [3.1416, -3.5280, 4.8557], [4.8807, -4.5455, 2.5413], [4.7707, -5.3075, 4.1326], [5.4861, -3.6976, 3.9699]]}

{"formula": "C5H13NO", "method": "wB97M-V/def2-TZVPD", "de_lowest_ev": 1.325, "e_tot_ev": -8932.686, "smiles": "CC(N)=O.CCC", "multiplicity": 1, "e_lumo_ev": 0.866, "gap_ev": 11.0535, "e_homo_ev": -10.19, "species": ["C", "C", "N", "O", "H", "H", "H", "H", "H", "C", "C", "C", "H", "H", "H", "H", "H", "H", "H", "H"], "coordinates": [[2.2244, 1.0275, 1.3308], [0.7328, 1.0633, 1.6813], [0.1593, 2.3506, 1.7353], [0.0102, 0.1200, 1.6916], [2.7962, 0.7023, 2.2371], [2.5685, 1.9931, 0.9299], [2.3864, 0.3079, 0.4481], [-0.7965, 2.1443, 1.8981], [0.4748, 3.2578, 1.6436], [-0.7716, -2.6097, -1.5332], [-0.4887, -1.0893, -1.8054], [-1.7379, -0.6152, -2.5299], [0.1608, -3.1568, -1.2685], [-1.3511, -3.1185, -2.3075], [-1.3875, -2.6774, -0.6808], [-0.3459, -0.6680, -0.8175], [0.4495, -1.1623, -2.3625], [-2.0512, -1.4678, -3.2971], [-2.5058, -0.3685, -1.8542], [-1.3489, 0.1389, -3.1108]]}